<i>
# C26H41NO10P2PdS2Si

A structure of composition C26H41NO10P2PdS2Si (wB97M-V/def2-TZVPD, the OMol25 dataset).

Structure (XYZ):
```
84
Properties=species:S:1:pos:R:3:mulliken_spin:R:1
Pd -0.490 0.025 0.046 0.7935
S 2.314 3.637 -3.003 0.5050
S 0.147 2.250 -1.568 0.4785
P -0.610 0.264 2.363 0.0928
P 0.734 2.560 -3.448 -0.0438
Si 0.110 -3.196 -0.181 -0.0289
O -3.600 -0.470 -2.990 0.1890
O -3.754 2.148 -1.651 0.2038
O -0.909 1.741 2.895 0.0263
O 2.207 0.743 0.707 0.1040
O -2.791 0.918 0.032 0.1737
O 0.962 1.269 -4.317 0.0013
O -1.477 -0.399 -2.128 0.1907
O 0.689 -0.064 3.257 0.0163
O -0.245 3.391 -4.344 0.0079
O -1.653 -0.646 3.178 0.0216
N 0.980 -1.653 0.118 0.5555
C 2.942 -0.375 0.772 0.0430
C 2.279 -1.608 0.404 0.2055
C -2.659 -0.160 -2.329 0.0505
C -1.713 -2.939 -0.444 -0.0102
C 2.314 -0.114 -2.735 0.0121
C 3.113 -2.776 0.417 0.1201
C 1.755 0.058 -4.132 0.0002
C 4.269 -0.371 1.189 -0.1225
C 2.504 2.452 2.355 -0.0023
C 1.010 -1.402 3.642 -0.0047
C 5.003 -1.541 1.210 0.2092
C -1.311 2.961 -5.252 -0.0002
C -3.186 1.282 -1.068 0.1627
C 0.862 -1.092 -4.545 -0.0115
C -0.718 2.613 -6.601 -0.0014
C 3.564 2.649 0.190 0.0009
C -2.996 -0.832 2.708 0.0036
C 0.788 -4.012 -1.726 0.0243
C 3.026 3.690 2.710 -0.0004
C 0.263 -4.278 1.345 0.0195
C 3.811 4.404 1.817 0.0015
C 4.079 3.882 0.558 -0.0015
C -0.876 2.873 2.001 0.0108
C 4.422 -2.750 0.805 -0.0450
C 2.781 1.958 1.094 0.0035
C -2.160 1.865 -4.653 0.0134
H -3.672 -0.491 3.489 0.0001
H -0.356 -3.869 2.149 0.0011
H 0.052 2.894 1.431 -0.0058
H 2.677 -3.714 0.111 0.0013
H 1.893 1.876 3.037 0.0014
H -3.185 -0.275 1.792 -0.0039
H 6.035 -1.515 1.534 0.0077
H 2.954 0.723 -2.455 -0.0011
H -1.726 2.843 1.323 0.0034
H -1.939 -2.633 -1.464 0.0121
H 4.679 4.441 -0.148 0.0006
H -1.584 0.947 -4.525 0.0011
H -1.904 3.871 -5.342 -0.0002
H 1.445 -2.014 -4.573 0.0004
H 1.731 -4.542 -1.594 -0.0016
H -2.992 1.646 -5.322 0.0035
H 0.785 -2.111 2.846 0.0039
H 0.050 -4.730 -2.094 0.0016
H -0.135 -5.268 1.108 0.0012
H 0.446 -0.919 -5.538 0.0006
H 0.449 -1.675 4.535 0.0005
H -0.068 3.413 -6.954 0.0006
H 5.006 -3.661 0.804 0.0006
H 2.812 4.095 3.691 0.0000
H -0.929 3.754 2.635 0.0030
H -2.197 -3.904 -0.261 -0.0003
H 0.928 -3.262 -2.508 -0.0039
H 1.516 -0.213 -2.000 -0.0101
H 2.078 -1.424 3.850 -0.0006
H -2.156 -2.207 0.233 0.0019
H 4.724 0.561 1.490 -0.0038
H 1.275 -4.405 1.729 -0.0042
H 2.914 -1.027 -2.722 0.0057
H -3.154 -1.895 2.528 0.0005
H -2.576 2.171 -3.695 -0.0024
H 2.575 0.172 -4.844 0.0000
H 3.742 2.233 -0.792 -0.0018
H 4.208 5.371 2.097 -0.0002
H -1.528 2.483 -7.321 -0.0004
H -0.147 1.687 -6.551 0.0004
H 0.038 -1.205 -3.837 0.0188
```

E_HOMO (spin up / spin down): -7.427 / -8.318 eV
total charge: 0
spin multiplicity: 5
HOMO-LUMO gap (spin up / spin down): 7.8817 / 6.1530 eV
LUMO level (spin up / spin down): 0.45 / -2.16 eV


<ii>
# C26H41NO10P2PdS2Si

A structure of composition C26H41NO10P2PdS2Si (wB97M-V/def2-TZVPD, the OMol25 dataset).

Structure (XYZ):
```
84
Properties=species:S:1:pos:R:3:mulliken_spin:R:1
Pd -0.411 0.700 -0.022 1.0553
S -3.810 3.813 1.162 0.0078
S -2.788 1.112 -0.627 0.2738
P -3.682 2.975 -0.573 0.0084
P -0.377 -0.360 -2.142 0.3656
Si -1.639 0.586 2.924 -0.0324
O 1.708 0.497 0.967 0.2441
O 3.024 2.941 -1.208 0.2027
O -5.135 2.636 -1.130 0.0183
O 0.974 -1.083 -2.620 0.0151
O 3.301 2.048 1.535 0.1904
O 0.823 2.356 -0.974 0.2244
O -3.134 3.885 -1.756 -0.0015
O -1.387 -1.533 -2.513 0.0099
O 0.460 -2.203 0.105 0.0658
O -0.628 0.746 -3.249 0.0162
N -1.168 -0.571 1.613 0.6151
C -0.337 -2.774 1.035 0.1081
C 2.228 -0.412 -2.420 0.0186
C 4.004 -4.056 -0.988 -0.0003
C -5.904 3.889 -3.064 0.0031
C -2.307 -2.122 -1.586 0.0038
C 1.638 -2.866 -0.247 -0.0081
C -1.185 -4.683 2.223 0.2110
C 2.027 2.474 -0.769 0.1242
C -2.066 -3.866 2.941 -0.0581
C -1.147 4.140 -3.047 -0.0068
C -2.055 -2.514 2.738 0.1626
C -0.783 0.004 4.483 0.0129
C -5.608 2.513 -2.494 0.0002
C -0.326 -4.136 1.285 -0.1229
C -1.974 4.739 -1.927 -0.0040
C 1.655 -3.685 -1.361 0.0024
C -4.704 1.684 -3.389 0.0000
C -0.858 2.215 2.469 0.0515
C -3.487 0.673 3.124 0.0185
C 2.447 1.474 0.949 0.0798
C -1.172 4.973 -0.665 -0.0035
C 2.851 -4.283 -1.728 0.0002
C -0.682 0.436 -4.650 0.0062
C 2.773 -2.623 0.504 0.0014
C -1.191 -1.890 1.783 0.1173
C 3.964 -3.227 0.125 0.0036
H -1.011 -0.588 -4.815 -0.0001
H -2.749 -4.301 3.658 0.0017
H -2.401 5.690 -2.255 -0.0001
H -0.332 5.623 -0.914 -0.0014
H -1.395 1.125 -5.097 0.0022
H 4.935 -4.521 -1.282 0.0000
H 2.716 -1.951 1.350 0.0010
H -3.285 -2.140 -2.061 0.0031
H 0.303 0.586 -5.090 0.0003
H -0.769 4.038 -0.279 0.0042
H 4.863 -3.040 0.697 0.0004
H -0.763 3.164 -2.752 -0.0045
H -1.978 -3.137 -1.366 -0.0017
H -1.144 -0.949 4.866 -0.0049
H -3.751 1.620 3.599 0.0005
H -3.879 -0.138 3.741 0.0018
H -4.541 0.691 -2.973 0.0006
H 0.750 -3.823 -1.938 -0.0006
H -5.186 1.583 -4.363 0.0003
H -6.509 4.464 -2.364 -0.0005
H -0.932 0.755 5.264 0.0014
H -0.302 4.791 -3.276 -0.0019
H 0.357 -4.769 0.736 0.0014
H -6.550 1.978 -2.364 0.0006
H 2.995 -1.073 -2.816 0.0034
H -2.743 -1.882 3.281 0.0017
H -6.459 3.784 -3.999 -0.0001
H -4.983 4.434 -3.263 0.0000
H -3.735 2.162 -3.526 -0.0008
H 2.406 -0.250 -1.357 -0.0081
H -2.373 -1.541 -0.668 -0.0111
H 2.883 -4.923 -2.600 -0.0001
H 2.249 0.541 -2.950 -0.0030
H -1.753 4.027 -3.947 0.0003
H -1.129 2.934 3.247 0.0099
H 0.293 -0.080 4.311 0.0033
H -3.978 0.661 2.151 -0.0009
H -1.175 -5.751 2.394 0.0085
H -1.231 2.651 1.539 -0.0150
H -1.771 5.446 0.109 0.0006
H 0.232 2.148 2.461 0.0070
```

E_HOMO (spin up / spin down): -7.744 / -7.731 eV
total charge: 0
spin multiplicity: 5
HOMO-LUMO gap (spin up / spin down): 8.1502 / 5.5181 eV
LUMO level (spin up / spin down): 0.41 / -2.21 eV


According to the calculations, the structures order from most to least stable as <ii>, <i>.